Entry 1:
Entry from the OMol25 dataset: a cluster of 6 separate species, C8H28O6 in total in a non-equilibrium geometry (ωB97M-V/def2-TZVPD).

Each atom is followed by the atoms it is bonded to, with distances in Å.
Atoms and positions in Å:
1 O -2.40 -0.56 -1.17  C12 1.436, H25 0.963
2 O -0.66 1.02 0.34  H26 0.972, H30 0.961
3 O 1.78 1.93 2.48  H22 0.964, H31 0.960
4 O 0.75 -0.62 3.40  C10 1.423, H29 0.962
5 O -1.85 3.47 0.58  C8 1.411, H33 0.971
6 O 4.58 0.54 0.72  C11 1.441, H35 0.960
7 C 4.02 -1.81 0.55  C11 1.501, H17 1.092, H36 1.095, H41 1.099
8 C -3.22 3.27 0.84  O5 1.411, H18 1.088, H19 1.098, H28 1.102
9 C -3.27 0.46 -3.18  C12 1.502, H27 1.100, H34 1.094, H42 1.088
10 C 0.37 -1.78 2.68  O4 1.423, H15 1.094, H16 1.088, H39 1.096
11 C 3.50 -0.41 0.71  O6 1.441, C7 1.501, C14 1.514, H23 1.096
12 C -2.22 -0.43 -2.58  O1 1.436, C9 1.502, C13 1.521, H38 1.093
13 C -2.19 -1.81 -3.23  C12 1.521, H20 1.098, H24 1.087, H40 1.093
14 C 2.56 0.05 -0.38  C11 1.514, H21 1.092, H32 1.094, H37 1.092
15 H 1.23 -2.29 2.22  C10 1.094
16 H -0.35 -1.51 1.91  C10 1.088
17 H 4.60 -2.15 1.41  C7 1.092
18 H -3.73 4.23 0.80  C8 1.088
19 H -3.39 2.80 1.81  C8 1.098
20 H -3.09 -2.37 -2.97  C13 1.098
21 H 2.15 1.02 -0.10  C14 1.092
22 H 1.04 1.45 2.88  O3 0.964
23 H 2.96 -0.41 1.67  C11 1.096
24 H -2.05 -1.75 -4.31  C13 1.087
25 H -3.14 -1.17 -1.04  O1 0.963
26 H -1.37 0.50 -0.08  O2 0.972
27 H -4.26 -0.02 -3.09  C9 1.100
28 H -3.69 2.61 0.08  C8 1.102
29 H 1.29 -0.89 4.15  O4 0.962
30 H 0.13 0.49 0.24  O2 0.961
31 H 2.50 1.29 2.47  O3 0.960
32 H 1.78 -0.68 -0.61  C14 1.094
33 H -1.41 2.61 0.56  O5 0.971
34 H -3.15 0.58 -4.26  C9 1.094
35 H 5.40 0.05 0.68  O6 0.960
36 H 4.60 -2.03 -0.35  C7 1.095
37 H 3.12 0.27 -1.29  C14 1.092
38 H -1.22 -0.01 -2.76  C12 1.093
39 H -0.15 -2.50 3.32  C10 1.096
40 H -1.37 -2.40 -2.82  C13 1.093
41 H 3.16 -2.49 0.47  C7 1.099
42 H -3.34 1.45 -2.73  C9 1.088

## Properties
E_tot: -21034.131 eV
HOMO energy: -9.2 eV
Energy relative to the best compared isomer or geometry (same formula, charge and spin): 11.1 kJ/mol
Frontier orbital gap: 9.60 eV
Max |F|: 1.33 eV/A

=====

Entry 2:
Entry from the OMol25 dataset: a cluster of 3 separate species, C2H10O2 in total in a non-equilibrium geometry (ωB97M-V/def2-TZVPD).

Each atom is followed by the atoms it is bonded to, with distances in Å.
Atoms and positions in Å:
1 O -2.51 -1.76 0.63  H12 0.963, H13 0.962
2 O -1.58 0.80 -1.12  H6 0.967, H9 0.967
3 C 1.96 0.10 0.93  C4 1.517, H7 1.087, H8 1.082, H11 1.079
4 C 2.64 0.78 -0.25  C3 1.517, H5 1.099, H10 1.087, H14 1.089
5 H 3.71 0.99 -0.12  C4 1.099
6 H -0.83 1.09 -1.66  O2 0.967
7 H 1.80 0.83 1.71  C3 1.087
8 H 1.02 -0.29 0.56  C3 1.082
9 H -2.23 1.45 -1.41  O2 0.967
10 H 2.22 1.77 -0.41  C4 1.087
11 H 2.55 -0.73 1.29  C3 1.079
12 H -3.43 -1.47 0.68  O1 0.963
13 H -2.03 -1.05 0.19  O1 0.962
14 H 2.58 0.24 -1.20  C4 1.089

## Properties
E_tot: -6331.043 eV
HOMO energy: -11.0 eV
Energy relative to the best compared isomer or geometry (same formula, charge and spin): 20.2 kJ/mol
Frontier orbital gap: 11.54 eV
Max |F|: 1.16 eV/A

=====

Entry 3:
Entry from the OMol25 dataset: the molecule C7H10O3 in a non-equilibrium geometry (ωB97M-V/def2-TZVPD).

Each atom is followed by the atoms it is bonded to, with distances in Å.
Atoms and positions in Å:
1 O -2.75 1.11 0.49  C9 1.190
2 O -1.79 -0.82 -0.30  C6 1.452, C9 1.324
3 O -0.05 -0.69 -1.84  C6 1.368, H17 0.948
4 C 0.11 -2.21 -0.02  C6 1.514, H11 1.118, H15 1.037, H18 1.130
5 C -0.33 0.47 0.33  C6 1.575, C7 1.759, C8 1.468, C9 1.524
6 C -0.36 -0.86 -0.52  O2 1.452, O3 1.368, C4 1.514, C5 1.575
7 C 0.38 1.77 -0.61  C5 1.759, C10 1.338, H12 1.010
8 C 0.04 0.46 1.75  C5 1.468, H13 1.045, H14 1.095, H16 1.150
9 C -1.84 0.42 0.16  O1 1.190, O2 1.324, C5 1.524
10 C 1.71 1.82 -0.77  C7 1.338, H19 1.046, H20 1.075
11 H 1.16 -2.44 -0.35  C4 1.118
12 H -0.25 2.43 -1.04  C7 1.010
13 H -0.36 1.38 2.06  C8 1.045
14 H 1.11 0.28 1.90  C8 1.095
15 H -0.40 -2.84 -0.65  C4 1.037
16 H -0.49 -0.35 2.38  C8 1.150
17 H -0.41 -1.31 -2.47  O3 0.948
18 H -0.04 -2.39 1.09  C4 1.130
19 H 2.15 2.54 -1.38  C10 1.046
20 H 2.41 1.20 -0.23  C10 1.075

## Properties
E_tot: -13561.377 eV
HOMO energy: -10.1 eV
Energy relative to the best compared isomer or geometry (same formula, charge and spin): 187.1 kJ/mol
Frontier orbital gap: 10.73 eV
Max |F|: 6.18 eV/A

=====

Entry 4:
Entry from the OMol25 dataset: a cluster of 2 separate species, C5H9NO3 in total in a non-equilibrium geometry (ωB97M-V/def2-TZVPD).

Each atom is followed by the atoms it is bonded to, with distances in Å.
Atoms and positions in Å:
1 O -0.77 2.17 1.70  C5 1.219
2 O 0.36 -2.80 -2.83  C6 1.140
3 O -0.73 -1.29 -0.87  C9 1.420
4 N -2.06 0.58 0.74  C5 1.358, H13 1.007, H15 1.011
5 C -0.86 1.13 1.07  O1 1.219, N4 1.358, C7 1.541
6 C -0.23 -2.89 -1.86  O2 1.140, H16 1.209
7 C 0.38 0.33 0.63  C5 1.541, C8 1.528, C9 1.538, H18 1.097
8 C 1.63 1.19 0.74  C7 1.528, H10 1.092, H11 1.088, H14 1.092
9 C 0.25 -0.26 -0.78  O3 1.420, C7 1.538, H12 1.096, H17 1.100
10 H 1.62 2.00 0.01  C8 1.092
11 H 1.70 1.65 1.72  C8 1.088
12 H -0.01 0.53 -1.50  C9 1.096
13 H -2.89 1.09 0.98  N4 1.007
14 H 2.53 0.59 0.57  C8 1.092
15 H -2.10 -0.23 0.14  N4 1.011
16 H -0.49 -2.62 -0.71  C6 1.209
17 H 1.23 -0.65 -1.09  C9 1.100
18 H 0.46 -0.51 1.32  C7 1.097

## Properties
E_tot: -12961.278 eV
HOMO energy: -9.5 eV
Energy relative to the best compared isomer or geometry (same formula, charge and spin): 330.8 kJ/mol
Frontier orbital gap: 9.38 eV
Max |F|: 1.56 eV/A

=====

Entry 5:
Entry from the OMol25 dataset: the ion C7H10N3O2 with charge +1 in a non-equilibrium geometry (ωB97M-V/def2-TZVPD).

Each atom is followed by the atoms it is bonded to, with distances in Å.
Atoms and positions in Å:
1 O 3.12 1.85 -0.36  N4 1.330, H14 1.012
2 O 3.12 -0.62 -0.18  N3 1.358, H21 0.966
3 N 1.97 0.10 -0.09  O2 1.358, N4 1.263, N5 1.421
4 N 1.90 1.36 -0.11  O1 1.330, N3 1.263
5 N 0.81 -0.64 0.27  N3 1.421, C7 1.382, C9 1.459
6 C -1.43 -0.73 -0.74  C7 1.405, C10 1.361, H13 1.067
7 C -0.46 -0.14 0.08  N5 1.382, C6 1.405, C8 1.402
8 C -0.86 0.98 0.83  C7 1.402, C11 1.410, H19 1.178
9 C 0.97 -2.09 0.24  N5 1.459, H15 0.992, H16 1.054, H20 1.145
10 C -2.70 -0.25 -0.82  C6 1.361, C12 1.368, H18 1.116
11 C -2.18 1.45 0.83  C8 1.410, C12 1.407, H17 1.144
12 C -3.08 0.82 -0.06  C10 1.368, C11 1.407, H22 1.069
13 H -1.09 -1.60 -1.26  C6 1.067
14 H 2.93 2.65 -0.94  O1 1.012
15 H 1.81 -2.20 0.75  C9 0.992
16 H 0.96 -2.59 -0.69  C9 1.054
17 H -2.22 2.33 1.56  C11 1.144
18 H -3.45 -0.69 -1.52  C10 1.116
19 H -0.08 1.32 1.64  C8 1.178
20 H 0.11 -2.39 0.92  C9 1.145
21 H 3.94 -0.11 -0.27  O2 0.966
22 H -4.07 1.22 -0.08  C12 1.069

## Properties
E_tot: -15973.226 eV
Charge: +1
HOMO energy (spin up / spin down): -12.7 / -12.7 eV
Energy relative to the best compared isomer or geometry (same formula, charge and spin): 632.1 kJ/mol
Frontier orbital gap (spin up / spin down): 8.01 / 8.01 eV
Max |F|: 4.40 eV/A

=====

Entry 6:
Entry from the OMol25 dataset: the molecule C5H12N2 in a non-equilibrium geometry (ωB97M-V/def2-TZVPD).

Each atom is followed by the atoms it is bonded to, with distances in Å.
Atoms and positions in Å:
1 N 1.10 -0.46 0.68  C5 1.472, C6 1.365, H11 1.010
2 N 2.75 -1.62 1.86  C6 1.277, H19 1.017
3 C -0.57 0.65 -1.62  C4 1.512, C7 1.564, H13 1.088, H15 1.088
4 C -1.30 1.89 -1.16  C3 1.512, H10 1.081, H14 1.097, H18 1.084
5 C -0.37 -0.54 0.68  N1 1.472, C7 1.520, H9 1.075, H16 1.086
6 C 1.78 -0.79 1.82  N1 1.365, N2 1.277, H12 1.089
7 C -0.86 -0.62 -0.76  C3 1.564, C5 1.520, H8 1.093, H17 1.063
8 H -0.30 -1.43 -1.23  C7 1.093
9 H -0.77 0.29 1.24  C5 1.075
10 H -1.26 2.62 -1.95  C4 1.081
11 H 1.52 -0.83 -0.16  N1 1.010
12 H 1.38 -0.38 2.75  C6 1.089
13 H 0.50 0.79 -1.47  C3 1.088
14 H -2.38 1.74 -1.06  C4 1.097
15 H -0.84 0.32 -2.62  C3 1.088
16 H -0.69 -1.43 1.20  C5 1.086
17 H -1.90 -0.83 -0.82  C7 1.063
18 H -0.96 2.19 -0.17  C4 1.084
19 H 3.17 -1.58 2.78  N2 1.017

## Properties
E_tot: -8359.320 eV
HOMO energy: -9.1 eV
Energy relative to the best compared isomer or geometry (same formula, charge and spin): 78.7 kJ/mol
Frontier orbital gap: 10.15 eV
Max |F|: 2.06 eV/A

=====

Entry 7:
Entry from the OMol25 dataset: a cluster of 2 separate species, C30H31N3O2 in total in a non-equilibrium geometry (ωB97M-V/def2-TZVPD).

Each atom is followed by the atoms it is bonded to, with distances in Å.
Atoms and positions in Å:
1 O -4.16 -0.54 2.19  C21 1.302
2 O 3.81 -1.60 3.62  C23 1.215
3 N 0.54 -1.89 2.35  C15 1.463, C17 1.474, C30 1.351
4 N 2.57 -2.86 2.13  C17 1.468, C23 1.367, C28 1.449
5 N -7.07 -5.62 -2.94  C31 1.187
6 C -7.65 -0.07 4.33  C10 1.392, C18 1.398, H65 1.087
7 C 2.28 1.11 5.15  C14 1.399, C32 1.399, H63 1.094
8 C 1.54 0.34 2.87  C15 1.531, C32 1.515, H45 1.102, H53 1.101
9 C -4.10 -4.58 -1.19  C11 1.397, C16 1.393, H47 1.083
10 C -7.11 -1.34 4.21  C6 1.392, C27 1.386, H66 1.088
11 C -3.35 -3.85 -0.27  C9 1.397, C12 1.420, H49 1.101
12 C -3.90 -2.78 0.49  C11 1.420, C13 1.411, C26 1.485
13 C -5.27 -2.52 0.27  C12 1.411, C34 1.405, H46 1.088
14 C 3.20 1.73 6.00  C7 1.399, C35 1.402, H39 1.092
15 C 1.44 -1.14 3.23  N3 1.463, C8 1.531, C23 1.531, H41 1.106
16 C -5.46 -4.32 -1.35  C9 1.393, C31 1.427, C34 1.392
17 C 1.22 -2.95 1.58  N3 1.474, N4 1.468, C20 1.537, C29 1.540
18 C -7.02 1.04 3.75  C6 1.398, C22 1.391, C24 1.520
19 C 3.55 1.85 3.23  C32 1.401, C33 1.398, H50 1.095
20 C 0.71 -4.37 1.88  C17 1.537, H42 1.091, H56 1.101, H62 1.100
21 C -5.22 -0.44 2.95  O1 1.302, C22 1.441, C27 1.444
22 C -5.80 0.86 3.10  C18 1.391, C21 1.441, H54 1.100
23 C 2.77 -1.87 3.05  O2 1.215, N4 1.367, C15 1.531
24 C -7.74 2.36 4.01  C18 1.520, H40 1.109, H43 1.113, H61 1.096
25 C -1.73 -2.12 1.46  C26 1.436, C30 1.408, H48 1.092
26 C -3.16 -2.14 1.60  C12 1.485, C25 1.436, H57 1.094
27 C -5.90 -1.56 3.56  C10 1.386, C21 1.444, H59 1.095
28 C 3.69 -3.68 1.69  N4 1.449, H36 1.097, H51 1.099, H55 1.099
29 C 1.29 -2.66 0.07  C17 1.540, H38 1.092, H60 1.102, H64 1.102
30 C -0.77 -1.58 2.34  N3 1.351, C25 1.408, H37 1.094
31 C -6.30 -5.06 -2.24  N5 1.187, C16 1.427
32 C 2.49 1.12 3.77  C7 1.399, C8 1.515, C19 1.401
33 C 4.48 2.47 4.08  C19 1.398, C35 1.403, H44 1.092
34 C -6.03 -3.28 -0.63  C13 1.405, C16 1.392, H58 1.087
35 C 4.31 2.40 5.47  C14 1.402, C33 1.403, H52 1.090
36 H 4.60 -3.35 2.21  C28 1.097
37 H -1.12 -0.83 3.05  C30 1.094
38 H 0.29 -2.52 -0.35  C29 1.092
39 H 3.06 1.68 7.08  C14 1.092
40 H -8.76 2.35 3.56  C24 1.109
41 H 1.09 -1.26 4.27  C15 1.106
42 H -0.37 -4.45 1.73  C20 1.091
43 H -7.92 2.44 5.10  C24 1.113
44 H 5.34 2.99 3.65  C33 1.092
45 H 1.89 0.42 1.82  C8 1.102
46 H -5.74 -1.69 0.81  C13 1.088
47 H -3.64 -5.35 -1.79  C9 1.083
48 H -1.37 -2.84 0.72  C25 1.092
49 H -2.30 -4.16 -0.14  C11 1.101
50 H 3.66 1.91 2.14  C19 1.095
51 H 3.82 -3.58 0.61  C28 1.099
52 H 5.03 2.88 6.13  C35 1.090
53 H 0.54 0.79 2.93  C8 1.101
54 H -5.25 1.71 2.67  C22 1.100
55 H 3.50 -4.74 1.92  C28 1.099
56 H 1.21 -5.10 1.23  C20 1.101
57 H -3.60 -2.20 2.61  C26 1.094
58 H -7.08 -3.03 -0.77  C34 1.087
59 H -5.49 -2.56 3.43  C27 1.095
60 H 1.87 -1.74 -0.09  C29 1.102
61 H -7.19 3.24 3.65  C24 1.096
62 H 0.94 -4.62 2.93  C20 1.100
63 H 1.40 0.60 5.55  C7 1.094
64 H 1.79 -3.48 -0.46  C29 1.102
65 H -8.56 0.09 4.89  C6 1.087
66 H -7.63 -2.19 4.64  C10 1.088

## Properties
E_tot: -40175.473 eV
HOMO energy: -7.3 eV
Energy relative to the best compared isomer or geometry (same formula, charge and spin): 107.2 kJ/mol
Frontier orbital gap: 6.29 eV
Max |F|: 4.52 eV/A

=====

Entry 8:
Entry from the OMol25 dataset: the molecule C7H8N2O2S in a non-equilibrium geometry (ωB97M-V/def2-TZVPD).

Each atom is followed by the atoms it is bonded to, with distances in Å.
Atoms and positions in Å:
1 S -3.26 0.66 -0.32  C10 1.687, C12 1.818
2 O 0.33 -0.73 -0.34  C8 1.353, C9 1.425
3 O 0.30 2.80 0.11  N5 1.456, H14 0.956
4 N 2.17 0.71 -0.34  C8 1.374, C11 1.461, H17 0.984
5 N -0.11 1.41 -0.05  O3 1.456, C8 1.295
6 C -1.60 -0.91 1.15  C9 1.450, C12 1.346, H20 1.048
7 C -1.89 -1.67 -1.31  C9 1.539, C10 1.316, H19 1.019
8 C 0.82 0.52 -0.19  O2 1.353, N4 1.374, N5 1.295
9 C -1.05 -1.04 -0.18  O2 1.425, C6 1.450, C7 1.539, C10 1.571
10 C -2.19 -0.42 -1.07  S1 1.687, C7 1.316, C9 1.571
11 C 3.09 -0.43 -0.37  N4 1.461, H13 1.134, H15 1.108, H18 1.175
12 C -2.53 0.06 1.23  S1 1.818, C6 1.346, H16 1.042
13 H 3.00 -0.72 -1.46  C11 1.134
14 H -0.31 3.30 0.65  O3 0.956
15 H 2.88 -1.36 0.19  C11 1.108
16 H -3.03 0.49 2.04  C12 1.042
17 H 2.37 1.54 0.15  N4 0.984
18 H 4.20 -0.24 -0.03  C11 1.175
19 H -2.06 -2.54 -1.81  C7 1.019
20 H -1.14 -1.42 1.95  C6 1.048

## Properties
E_tot: -25292.467 eV
HOMO energy: -8.3 eV
Energy relative to the best compared isomer or geometry (same formula, charge and spin): 705.7 kJ/mol
Frontier orbital gap: 9.03 eV
Max |F|: 4.38 eV/A